(1)
41
Properties=species:S:1:pos:R:3 method="wB97M-V/def2-TZVPD" orbital_gap_ev=8.3 total_charge=+1 fmax_ha_per_bohr=0.03669 e_above_lowest_kcal_mol=0.0 e_tot_ha=-973.23100 lumo_ev=-4.560
O 2.16196 3.16150 -0.81450
O -3.25947 3.49418 0.02928
O 2.47043 1.08941 -1.64929
N -2.36262 1.69028 1.18522
N 0.21799 -0.90156 -0.68178
N -0.54674 -1.40632 0.28058
C -1.35450 -0.56082 0.87519
C -1.48578 0.80647 0.57059
C 1.61157 -3.65351 1.03663
C 3.28549 1.56921 0.56303
C 2.41354 -2.46485 0.79365
C 1.14114 0.92279 -2.10856
C -3.26478 1.10393 2.20485
C -4.10912 1.40179 -0.69430
C -3.24580 2.31217 0.13563
C 2.58308 2.05447 -0.65902
C 0.21746 0.38912 -1.03881
C 0.86105 -4.55346 1.25558
C 2.45865 -2.02617 -0.67537
C 1.09423 -1.89910 -1.33682
C -0.64087 1.29537 -0.42140
H -3.73981 0.18712 1.85958
H 0.16281 -5.32932 1.45002
H -3.51581 0.59109 -1.11033
H 3.43417 2.37789 1.26247
H 3.44002 -2.70200 1.07467
H 4.23572 1.12855 0.26986
H 3.02457 -2.75867 -1.24426
H 2.69043 0.76241 0.99076
H 2.12432 -1.64674 1.45047
H -1.95370 -0.98177 1.66574
H -2.75421 0.92750 3.14513
H 0.76340 1.89246 -2.42615
H -4.54685 1.98214 -1.49282
H 3.01879 -1.09715 -0.73306
H 1.15250 0.30633 -2.99921
H -4.88804 0.98244 -0.06479
H -0.61681 2.33089 -0.71876
H 1.16368 -1.72278 -2.40228
H 0.61893 -2.86917 -1.22818
H -4.06099 1.81389 2.40075



(2)
53
Properties=species:S:1:pos:R:3 method="wB97M-V/def2-TZVPD" orbital_gap_ev=9.1 total_charge=0 fmax_ha_per_bohr=0.02266 e_above_lowest_kcal_mol=0.0 e_tot_ha=-2204.15595 smiles="CCOC(=O)Cc1csc(NC(=O)CCNS(=O)(=O)c2ccc3c(c2)CCC(=O)N3)n1" lumo_ev=0.391
S -2.98888 3.52127 1.17831
S -2.02569 -1.35675 1.25518
O -2.85637 4.88686 0.76479
O 1.77961 -3.96018 -2.54392
O -0.34756 1.77906 4.15109
O 0.23415 -2.33462 -2.50923
O -4.27117 2.88183 1.05984
O 3.02417 -0.75645 -1.84303
N -0.15578 0.12809 2.68110
N -2.45042 3.45178 2.76385
N 0.53664 -1.47639 1.17926
N 1.01681 0.22899 -1.67520
C 1.07642 -3.25523 -0.43552
C 1.98655 2.09180 0.14133
C 2.29175 0.00958 -1.25272
C 1.94805 -3.84848 -3.96266
C -1.78005 2.52636 0.32035
C -2.20795 1.60008 -0.61188
C -0.91353 1.04647 3.37593
C -1.26469 -2.49520 0.20623
C 0.96729 -3.10917 -1.94350
C 3.23790 -3.10324 -4.27019
C 0.08830 -2.41808 0.30580
C 0.07979 0.99394 -1.00661
C -2.40149 1.05973 3.12920
C 2.67729 0.73649 0.01614
C -1.27556 0.82896 -1.28071
C -2.99941 2.39158 3.58343
C 0.50849 1.94221 -0.06795
C -0.43624 2.70759 0.59235
C -0.42918 -0.83534 1.75091
H 1.97676 -4.87279 -4.34193
H -2.85907 0.23595 3.68233
H 3.24125 -2.14508 -3.75515
H 4.09435 -3.67828 -3.92874
H 3.76202 0.83707 0.04926
H -4.09071 2.34617 3.48268
H -1.58148 0.09094 -2.00652
H 2.08506 -2.94892 -0.15194
H -2.61931 0.92475 2.07043
H 1.08307 -3.32348 -4.37964
H 0.66793 -0.40353 -2.39087
H -1.85351 -3.13958 -0.41232
H 0.96183 -4.31271 -0.18822
H -2.47938 4.36599 3.18506
H 2.36914 0.07666 0.83413
H 3.32154 -2.93979 -5.34060
H 0.83712 0.19725 2.88829
H -0.14409 3.44453 1.32328
H -3.26603 1.49178 -0.78906
H 2.18979 2.53579 1.11659
H -2.72678 2.58240 4.62246
H 2.38129 2.77134 -0.62149



(3)
16
Properties=species:S:1:pos:R:3 method="wB97M-V/def2-TZVPD" orbital_gap_ev=9.5 total_charge=0 fmax_ha_per_bohr=0.02154 e_above_lowest_kcal_mol=79.0 e_tot_ha=-271.62670 smiles="OC1CC=CC1.[H][H]" lumo_ev=0.823
O -2.06291 0.14493 0.70407
C -0.18356 1.29005 -0.20588
C -1.23413 0.19021 -0.44429
C 0.72480 -0.79026 0.33384
C 1.03936 0.51755 0.15950
C -0.43919 -1.11211 -0.54462
H -0.99796 -2.01196 -0.27540
H 2.65420 -0.76138 1.00311
H -2.65272 -0.61127 0.59375
H -0.04304 1.98798 -1.03133
H 2.58187 -0.10932 1.37262
H -1.80997 0.39664 -1.34718
H 2.01402 0.97688 0.06303
H -0.50118 1.87564 0.67357
H 1.02280 -1.46999 1.12033
H -0.05027 -1.26088 -1.56407



(4)
17
Properties=species:S:1:pos:R:3 method="wB97M-V/def2-TZVPD" orbital_gap_ev=10.8 total_charge=0 fmax_ha_per_bohr=0.00985 e_above_lowest_kcal_mol=91.3 e_tot_ha=-251.71708 smiles="C1=NC1.[H][H].C=CC" lumo_ev=1.240
N 1.71034 0.30965 -0.89582
C 2.27056 0.18650 0.51423
C -1.55309 0.60251 -1.37327
C 2.05768 -0.82481 -0.49538
C -1.17998 0.92482 0.04449
C -1.57300 0.23416 1.11352
H 0.34278 -2.37477 1.04681
H -0.67773 0.68577 -2.02542
H -1.28750 0.52369 2.12212
H 3.26258 0.60649 0.67964
H -0.05734 -1.74722 0.99330
H -2.31086 1.30637 -1.74106
H 2.08906 -1.84852 -0.84893
H 1.55697 0.31051 1.33042
H -2.20570 -0.64815 1.01968
H -0.54483 1.80056 0.18371
H -1.95991 -0.41127 -1.45867